# 1
The following is a DFT calculation (ωB97M-V/def2-TZVPD) of 2 unconnected molecules or ions with the total composition C3H3IO2 at a distorted geometry.

CARTESIAN COORDINATES (ANGSTROEM)
C -0.216 1.323 -1.415
C -0.221 -0.676 1.112
C 0.333 -1.044 -0.180
O -1.025 1.527 -2.250
O 1.169 -0.503 0.763
I 0.799 2.637 -0.155
H -1.032 0.167 1.198
H -0.420 -1.565 1.830
H 0.613 -1.865 -0.903

Properties
Energy above the lowest of the compared OMol25 structures with the same formula, charge and spin = 4.6039 eV
Highest occupied orbital energy (alpha / beta) = -0.300 / -0.299 hartree
LUMO level (alpha / beta) = 0.0064 / -0.0340 hartree
Gap between HOMO and LUMO (alpha / beta) = 8.342 / 7.221 eV
E_tot = -564.09963 Eh

---

# 2
The following is a DFT calculation (ωB97M-V/def2-TZVPD) of a molecular structure, C3HHgO2 at a distorted geometry.

CARTESIAN COORDINATES (ANGSTROEM)
C 1.908 1.138 0.004
H 2.122 1.912 -0.720
C 1.453 0.304 0.750
O 0.194 -0.917 1.288
C -0.901 -1.046 0.741
Hg -3.242 -0.820 -1.929
O -1.534 -0.571 -0.133

Properties
Energy above the lowest of the compared OMol25 structures with the same formula, charge and spin = 3.0776 eV
Highest occupied orbital energy (alpha / beta) = -0.512 / -0.520 hartree
LUMO level (alpha / beta) = -0.1789 / -0.3384 hartree
Gap between HOMO and LUMO (alpha / beta) = 9.051 / 4.947 eV
Expectation value of S² = 2.055
Net charge = +1
E_tot = -418.25856 Eh
2S+1 = 3